Formula: C52H110N2O24
Source: OMol25
Level of theory: ωB97M-V/def2-TZVPD

Element x y z (Å)
C -1.33893 -0.48764 -2.05558
C -0.94153 -1.67381 -1.43688
C -0.64689 -1.65556 -0.06784
C -0.75683 -0.48118 0.61288
C -1.17163 0.67822 -0.02355
C -1.45225 0.74093 -1.36925
N -0.49283 -0.40655 2.06741
O -0.09571 -1.40796 2.62837
O -0.54521 0.67421 2.63917
H -1.61215 -0.67412 -3.08802
H -0.59887 -2.48574 -2.06388
H -0.18860 -2.52847 0.38096
H -1.26963 1.58665 0.55917
H -1.93064 1.63141 -1.74345
C 0.96947 -5.96280 -6.84166
C 1.45066 -4.98559 -5.98482
C 0.65582 -3.88513 -5.69651
C -0.63498 -3.78810 -6.15720
C -1.12843 -4.76737 -7.03114
C -0.32368 -5.81175 -7.37025
N -1.52797 -2.74530 -5.67255
O -1.07245 -1.77967 -5.06851
O -2.72208 -2.92045 -5.83254
H 1.61803 -6.75407 -7.19039
H 2.47351 -5.07366 -5.64548
H 1.02097 -3.19242 -4.94746
H -2.05167 -4.70463 -7.59042
H -0.64284 -6.56494 -8.07907
C 2.01048 -3.90279 2.80924
O 2.48134 -5.25570 2.60234
C 2.99669 -5.97919 3.69674
C 2.91971 -5.38391 5.08281
O 3.89469 -4.34896 5.13761
C 4.15035 -3.75468 6.38196
H 1.16664 -3.83405 2.12959
H 2.77602 -3.13946 2.68712
H 1.61566 -3.81712 3.82038
H 4.05757 -6.21301 3.53667
H 2.57830 -6.98737 3.60255
H 3.23694 -6.11354 5.83663
H 1.95491 -4.97523 5.39767
H 3.29323 -3.09612 6.59812
H 5.09738 -3.23101 6.41706
H 3.97550 -4.50196 7.17031
C -2.72206 1.94847 4.57376
O -1.93843 2.79537 5.45091
C -0.74005 2.15692 5.83591
C -0.77368 2.00503 7.36862
O 0.38373 1.32648 7.82408
C 0.29691 0.97085 9.18430
H -3.64530 2.51349 4.48557
H -2.85138 1.05135 5.18608
H -2.17574 1.73322 3.65574
H 0.12433 2.77499 5.57556
H -0.53787 1.19472 5.36159
H -1.63960 1.36058 7.57856
H -1.06621 2.94773 7.83931
H -0.34790 0.09861 9.33951
H -0.07694 1.80901 9.77797
H 1.28494 0.68214 9.54085
C 2.64692 -0.58139 -0.66927
O 3.66531 0.35211 -0.34496
C 4.63400 -0.20797 0.52993
C 6.13362 -0.00762 0.17369
O 6.40303 -0.71154 -1.02917
C 7.63125 -0.62844 -1.69447
H 2.83635 -1.39515 -1.36656
H 1.76987 0.03339 -0.88735
H 2.27610 -1.01620 0.27051
H 4.49379 -1.28318 0.62598
H 4.50284 0.39149 1.43625
H 6.69211 -0.49303 0.98134
H 6.50572 1.01546 0.08425
H 8.49021 -0.79809 -1.03713
H 7.83081 0.30503 -2.23107
H 7.66144 -1.40347 -2.45936
C 6.80507 0.21177 -5.50093
O 5.68244 -0.63076 -5.66349
C 5.11980 -1.11262 -4.41294
C 3.63476 -1.28876 -4.51064
O 2.96787 -0.05302 -4.50392
C 1.57053 -0.20171 -4.33690
H 7.66135 -0.36739 -5.12929
H 6.56104 1.05429 -4.85264
H 7.07923 0.42022 -6.53620
H 5.43817 -0.44536 -3.60878
H 5.66218 -2.05606 -4.30100
H 3.39920 -1.87412 -3.61262
H 3.47736 -1.96302 -5.36037
H 1.24759 -0.55060 -3.35482
H 1.23168 -0.87529 -5.12937
H 1.02933 0.71417 -4.56121
C -0.28431 -5.98667 -2.90977
O -0.85857 -5.13336 -1.93921
C -2.10727 -5.51234 -1.40475
C -2.19281 -5.33599 0.09381
O -1.38304 -6.25481 0.78805
C -1.31973 -6.29286 2.19072
H 0.65003 -5.48035 -3.14192
H -0.86396 -6.05140 -3.83810
H -0.13321 -7.01645 -2.57893
H -2.40839 -6.52551 -1.68902
H -2.89237 -4.88735 -1.84423
H -3.20279 -5.45486 0.50184
H -1.90771 -4.29959 0.32009
H -2.28878 -5.99783 2.61554
H -0.60762 -5.55820 2.57435
H -1.12083 -7.29666 2.55471
C -5.73424 2.20477 2.67310
O -5.28756 0.87637 2.73476
C -6.24075 -0.08279 3.13919
C -5.72824 -1.47453 3.39643
O -4.86044 -1.86227 2.35747
C -3.52035 -1.48346 2.60611
H -4.91558 2.89642 2.51008
H -6.35097 2.45783 3.54385
H -6.46301 2.29675 1.85624
H -6.98642 -0.20095 2.34078
H -6.66683 0.38070 4.04020
H -6.60230 -2.12044 3.50285
H -5.27532 -1.58223 4.39079
H -3.41069 -0.39423 2.65151
H -2.88101 -1.91341 1.84222
H -3.20229 -1.72144 3.62851
C 3.49312 3.37748 -0.98996
O 3.01208 4.68401 -0.93535
C 1.62431 4.86744 -1.29090
C 0.78920 4.86901 -0.01246
O 1.24562 5.79266 0.96335
C 0.92948 7.14770 0.81914
H 2.77569 2.66275 -0.56755
H 4.45543 3.40034 -0.47439
H 3.71707 2.91677 -1.96530
H 1.27909 4.23976 -2.11283
H 1.69011 5.90708 -1.62349
H 0.64756 3.86455 0.37793
H -0.15597 5.17364 -0.48203
H -0.10403 7.26016 0.45288
H 1.47285 7.53074 -0.05526
H 1.06190 7.68764 1.75013
C 3.13143 5.38859 4.31713
O 4.04101 4.43115 3.85501
C 3.59756 3.76282 2.68380
C 2.17459 3.18422 2.79085
O 1.98834 2.37026 3.90529
C 2.57790 1.09854 3.79221
H 2.36964 4.99523 4.99824
H 2.61822 5.93786 3.52065
H 3.69881 6.12452 4.89089
H 4.14755 2.85352 2.42293
H 3.72739 4.41845 1.81958
H 2.03757 2.78515 1.77439
H 1.45047 4.00190 2.81239
H 3.65469 1.13249 3.59704
H 2.13147 0.52852 2.96872
H 2.46107 0.48597 4.68433
C -2.80032 4.39835 0.06001
O -2.11720 4.00632 -1.11829
C -2.94328 4.20226 -2.24837
C -2.06940 4.24101 -3.52019
O -1.35044 3.07664 -3.80402
C -0.34132 3.11196 -4.80068
H -3.64705 3.73286 0.24233
H -2.93481 5.46401 0.26140
H -2.07631 4.15371 0.84720
H -3.45388 5.16093 -2.10675
H -3.74308 3.45510 -2.32790
H -1.35872 5.07984 -3.48114
H -2.66095 4.62923 -4.36222
H 0.61839 3.05894 -4.28204
H -0.30240 4.09524 -5.28074
H -0.49846 2.31945 -5.52563
C -8.59962 2.31697 -3.31680
O -7.77957 2.79731 -4.38252
C -6.39751 2.78653 -4.09900
C -5.62734 1.45196 -4.22006
O -6.13581 0.52267 -3.28410
C -5.44372 0.49770 -2.03734
H -8.17071 1.44219 -2.83177
H -9.53154 1.99198 -3.77975
H -8.83537 3.10998 -2.60430
H -6.04101 3.27712 -3.18651
H -5.93678 3.39940 -4.88147
H -4.57300 1.71661 -4.07195
H -5.65385 1.13301 -5.26271
H -4.39338 0.25985 -2.22579
H -5.75724 -0.36115 -1.44372
H -5.70191 1.43570 -1.54391

Its HOMO energy is -8.85 eV. As for the total energy: -3961.80325 Ha.

Here are the Mulliken charges for atoms 1 to 5, given in e: -1.002 -0.451 0.149 -0.917 -0.908